Entry 1:
{"formula": "C14H6ClN6O8S", "method": "wB97M-V/def2-TZVPD", "energy_ha": -2325.50842, "charge": -1, "e_above_lowest_kj_mol": 11.8, "lumo_energy_ev": 1.108, "symbols": ["N", "C", "C", "C", "C", "C", "S", "C", "Cl", "O", "O", "C", "C", "H", "H", "H", "H", "H", "O", "N", "C", "C", "N", "O", "C", "N", "O", "O", "C", "C", "N", "O", "O", "N", "C", "H"], "xyz": [[-6.290, 0.774, 2.135], [-5.119, 0.677, 2.146], [-3.704, 0.577, 2.106], [-3.086, -0.676, 2.235], [-1.697, -0.752, 2.132], [-0.932, 0.413, 1.950], [0.899, 0.293, 1.675], [1.920, 0.011, 3.130], [0.961, -0.643, 4.401], [1.140, -0.878, 0.887], [1.310, 1.620, 1.200], [-1.566, 1.661, 1.883], [-2.953, 1.754, 1.979], [-3.679, -1.582, 2.419], [-1.194, -1.719, 2.172], [2.298, 0.989, 3.480], [-0.961, 2.554, 1.734], [-3.442, 2.733, 1.968], [8.437, -0.860, 6.863], [7.312, -1.212, 6.540], [6.348, -0.861, 5.587], [5.268, -1.732, 5.701], [5.511, -2.631, 6.697], [6.727, -2.285, 7.219], [4.219, -1.742, 4.692], [3.245, -2.840, 4.641], [2.801, -3.344, 5.674], [2.940, -3.227, 3.501], [4.191, -0.810, 3.649], [5.340, -0.008, 3.547], [5.907, 0.650, 2.427], [5.427, 0.911, 1.346], [7.233, 0.985, 2.728], [7.546, 0.625, 4.020], [6.417, 0.015, 4.479], [3.245, -0.683, 2.975]], "forces_ev_per_angstrom": [[2.860, -0.252, 0.087], [-3.592, 0.259, -0.059], [0.700, 0.030, 0.364], [0.387, 0.086, -0.118], [0.233, 0.190, -0.019], [-0.176, -0.245, -0.133], [1.699, 1.580, 1.223], [-1.760, 2.226, -1.199], [-0.656, -0.898, 1.348], [-0.903, -0.541, -1.011], [-0.709, -0.907, -0.219], [0.286, -0.205, 0.084], [0.368, -0.241, -0.052], [0.227, 0.496, -0.227], [-0.107, 0.274, 0.041], [-0.532, -0.129, -0.288], [-0.063, -0.212, 0.071], [0.110, -0.448, -0.139], [-0.960, 0.015, -0.416], [-1.956, 0.050, -1.465], [2.035, 0.215, 1.829], [-0.090, -2.369, 1.556], [-0.521, 1.519, -1.436], [0.329, 0.127, 0.039], [-0.186, 1.469, -0.888], [-0.838, -1.051, -0.771], [0.832, 0.799, -0.785], [0.364, 0.629, 1.537], [1.409, -2.845, 1.002], [2.890, 1.751, -0.743], [-1.963, -1.165, 1.357], [0.780, 0.030, 0.455], [-0.869, 0.362, -0.003], [-2.228, -1.255, 0.525], [2.595, 1.007, -1.473], [0.007, -0.350, -0.073]]}

Entry 2:
{"formula": "C6H9N", "method": "wB97M-V/def2-TZVPD", "energy_ha": -288.67831, "e_above_lowest_kj_mol": 272.3, "lumo_energy_ev": 1.180, "symbols": ["C", "N", "C", "C", "C", "C", "C", "H", "H", "H", "H", "H", "H", "H", "H", "H"], "xyz": [[1.804, -0.609, -0.100], [0.860, 0.492, -0.085], [-0.200, 0.547, 0.964], [-0.978, 1.418, -0.059], [-0.315, 0.373, -0.993], [-1.001, -0.929, -0.511], [-0.930, -0.799, 0.815], [1.370, -1.545, -0.485], [2.655, -0.329, -0.725], [2.172, -0.799, 0.917], [0.074, 0.907, 1.960], [-0.548, 2.416, -0.174], [-2.066, 1.439, 0.007], [-0.165, 0.539, -2.063], [-1.405, -1.737, -1.114], [-1.289, -1.444, 1.608]], "forces_ev_per_angstrom": [[0.262, -0.161, 0.169], [0.073, -0.096, -0.069], [0.002, 0.084, 0.341], [-0.229, 0.181, -0.002], [-0.078, 0.054, -0.345], [-0.117, -0.054, 0.112], [-0.143, -0.031, -0.183], [0.128, 0.150, 0.152], [-0.028, -0.091, 0.035], [-0.009, 0.066, -0.225], [-0.008, -0.109, -0.182], [-0.055, -0.146, 0.020], [0.128, -0.091, -0.002], [-0.020, -0.058, 0.180], [0.017, 0.249, 0.144], [0.077, 0.052, -0.146]]}